[1]
DFT (the ωB97M-V functional and the def2-TZVPD basis) results for a 2-piece molecular cluster, C2H8S3 overall in a non-equilibrium geometry.

Structure (ORCA input):
```
! RIJCOSX wB97M-V def2-TZVPD def2/J DEFGRID3
* xyz 0 1
H 3.3777 -3.0463 2.6285
H -1.8159 2.0420 -2.1891
C -1.5567 1.8714 -0.0583
H -2.6165 3.3524 -1.2831
C -2.3532 2.3019 -1.2740
H -1.5834 -0.5071 -0.1552
S -0.5844 0.3760 -0.2708
S 4.4002 -3.8809 2.4140
H -2.2207 1.8010 0.8045
H -3.2686 1.7011 -1.3643
H -0.8546 2.6595 0.2306
H 4.7629 -4.9614 0.1977
S 4.3130 -3.7095 0.3194
*
```

Results
HOMO-LUMO gap = 8.95 eV
ΔE to the lowest compared entry with this formula, charge and spin = 10.35 kcal/mol

Results of the Löwdin charge analysis, in e, for atoms 1 through 2: atom 1 (H): -0.22, atom 2 (H): 0.06



[2]
DFT (the ωB97M-V functional and the def2-TZVPD basis) results for a 2-piece molecular cluster, C2H8S4 overall.

Structure (ORCA input):
```
! RIJCOSX wB97M-V def2-TZVPD def2/J DEFGRID3
* xyz 0 1
H 3.7721 0.0404 -2.1803
H -3.7166 -0.2228 1.4160
C -3.9924 0.7102 0.9500
H 4.3407 -0.9436 -0.8424
S -3.1034 2.0042 1.8354
S 1.9614 -0.7061 -0.7344
H -3.7681 0.8026 -0.1016
H -5.0637 0.8997 1.0726
H 2.3030 -3.2100 -0.4156
S 1.9729 -2.5891 -1.5570
H -1.0208 1.4603 0.4611
S -1.1951 1.2169 1.7590
H 3.8802 0.7131 -0.5385
C 3.6299 -0.1759 -1.1245
*
```

Results
HOMO-LUMO gap = 9.37 eV
ΔE to the lowest compared entry with this formula, charge and spin = 3.36 kcal/mol

Results of the Löwdin charge analysis, in e, for atoms 1 through 2: atom 1 (H): 0.03, atom 2 (H): 0.02



[3]
DFT (the ωB97M-V functional and the def2-TZVPD basis) results for an isolated ion of composition C2H9BN and charge +1 in a non-equilibrium geometry.

Structure (ORCA input):
```
! RIJCOSX wB97M-V def2-TZVPD def2/J DEFGRID3
* xyz 1 1
H -0.6017 2.7902 0.0719
H -0.8570 0.3968 -1.1262
C -0.0595 -0.1874 -0.6539
B 0.2665 2.3185 0.5491
H 0.7820 -0.1777 -1.3099
H -0.4862 0.3213 1.4686
N -0.3415 -1.7533 -0.4538
H 1.1594 0.0809 1.1373
H 0.5153 -2.2544 -0.8001
C 0.2321 0.4225 0.6725
H -1.1298 -2.3682 -0.7805
H 1.0059 2.9131 1.3064
H -0.2871 -2.0057 0.4988
*
```

Results
HOMO-LUMO gap = 11.11 eV
ΔE to the lowest compared entry with this formula, charge and spin = 32.94 kcal/mol

Results of the Löwdin charge analysis, in e, for atoms 1 through 2: atom 1 (H): -0.02, atom 2 (H): 0.13



no.,E (eV)
1,-34708.949
2,-45544.595
3,-4377.267